ORCA calculation (ωB97M-V with the def2-TZVPD basis set) on the molecule C22H26N2O5.

Structure (XYZ):
```
55
Properties=species:S:1:pos:R:3
C 2.8332 2.0518 -2.2434
H 2.5685 3.0211 -2.6605
H 2.2446 1.2899 -2.7499
H 3.8849 1.8659 -2.4522
C 2.5786 2.0321 -0.7340
C 1.1189 2.3700 -0.4370
C 0.1833 1.4004 -1.1018
O -0.8751 1.8252 -1.5857
C 0.5602 0.0013 -1.1330
C -0.3044 -0.8887 -1.7562
O -1.3985 -0.4767 -2.3585
H -1.4816 0.5224 -2.2341
C -0.1124 -2.3675 -1.8884
H -0.7567 -2.6939 -2.7078
H 0.9335 -2.5700 -2.1184
C -0.4607 -3.1582 -0.6188
H -0.3841 -4.2207 -0.8509
H 0.2732 -2.9147 0.1472
C -1.8628 -2.8884 -0.0799
N -2.0074 -1.5299 0.3974
C -3.0191 -0.6852 -0.0531
O -3.9150 -1.0162 -0.7850
C -2.7532 0.6239 0.5894
C -3.3864 1.8406 0.4521
C -2.8877 2.9129 1.1843
C -1.7999 2.7613 2.0298
C -1.1635 1.5318 2.1697
C -1.6502 0.4726 1.4331
C -1.1822 -0.9309 1.3349
O -0.2943 -1.4765 1.9432
H -0.3171 1.4025 2.8274
H -1.4369 3.6131 2.5859
H -3.3543 3.8819 1.0902
H -4.2300 1.9519 -0.2103
H -2.6236 -3.0191 -0.8548
H -2.0675 -3.5794 0.7450
C 1.8254 -0.4141 -0.5217
N 2.0103 -1.6544 -0.3176
C 3.1621 -2.1992 0.3372
H 3.1663 -3.2655 0.0895
C 3.0731 -2.0512 1.8723
O 3.7508 -0.9218 2.3742
H 4.6947 -1.0243 2.2076
H 3.4621 -2.9624 2.3455
H 2.0270 -1.9248 2.1593
H 4.1107 -1.7611 -0.0103
C 2.8397 0.6433 -0.1582
H 2.8701 0.6975 0.9338
H 3.8241 0.2928 -0.4845
H 0.9449 2.3161 0.6417
H 0.8578 3.3772 -0.7684
C 3.4942 3.0527 -0.0547
H 3.3144 4.0494 -0.4518
H 4.5382 2.8000 -0.2268
H 3.3202 3.0734 1.0190
```

HOMO energy ... -8.5 eV
SMILES ... CC1(C)CC(=O)C(=C(\O)CCCN2C(=O)c3ccccc3C2=O)/C(=N/CCO)C1
Largest force on an atom ... 0.68 eV/Å
LUMO ... -0.0068 Ha
Total charge ... 0



ORCA calculation (ωB97M-V with the def2-TZVPD basis set) on a structure of composition C33H21BrN4O2Tl.

Structure (XYZ):
```
62
Properties=species:S:1:pos:R:3
Tl -0.1212 -0.3506 0.2167
O 2.8475 6.5557 -0.4523
N 3.6929 5.6263 -0.4995
O 4.9156 5.8644 -0.6010
C 3.2793 4.2945 -0.4112
C 4.2664 3.3135 -0.4833
C 3.9438 1.9461 -0.4611
C 4.9098 0.9142 -0.5427
C 4.5176 -0.3982 -0.5317
C 3.1546 -0.7057 -0.4495
N 2.2337 0.2467 -0.3811
C 2.5999 1.5308 -0.3662
C 1.5580 2.5490 -0.2318
N 0.3070 2.0945 -0.0781
C -0.6981 2.9328 0.0803
C -0.4894 4.3073 0.0865
C 0.7866 4.7997 -0.0762
C 1.8764 3.9221 -0.2460
H 5.2930 3.6327 -0.5696
H 5.9575 1.1819 -0.6134
H 5.2413 -1.2008 -0.5868
H 2.8001 -1.7264 -0.4193
H -1.6768 2.4851 0.2142
H -1.3260 4.9788 0.2235
H 0.9837 5.8576 -0.0748
C -4.5230 0.3329 -0.4569
C -4.9520 0.4649 0.8633
C -4.0534 0.3958 1.9091
C -2.6764 0.1962 1.6805
C -2.2516 0.0665 0.3437
C -3.1696 0.1332 -0.6979
C -1.7064 0.1178 2.7778
C -2.0666 0.2810 4.1178
C -1.1477 0.1934 5.1312
C 0.2296 -0.0719 4.8115
C 1.2287 -0.1741 5.7797
C 2.5493 -0.4323 5.4414
C 2.8793 -0.5938 4.1007
C 1.9058 -0.4937 3.1185
C 0.5686 -0.2306 3.4424
N -0.3810 -0.1379 2.4542
H -5.2295 0.3848 -1.2761
H -6.0022 0.6211 1.0810
H -4.4326 0.4967 2.9176
H -2.8307 0.0342 -1.7242
H -3.0989 0.4841 4.3676
H -1.4407 0.3248 6.1651
H 0.9489 -0.0443 6.8202
H 3.3092 -0.5026 6.2090
H 3.9040 -0.7943 3.8114
H 2.1802 -0.6224 2.0791
Br 0.7782 -7.1291 -0.3290
C 0.5943 -5.2409 -0.2326
C 0.8626 -4.4787 -1.3558
C 0.7320 -3.0958 -1.2707
C 0.3399 -2.4694 -0.0908
C 0.0672 -3.2731 1.0161
C 0.1957 -4.6574 0.9569
H 1.1692 -4.9542 -2.2780
H 0.9480 -2.5088 -2.1578
H -0.2411 -2.8197 1.9531
H -0.0075 -5.2709 1.8247
```

HOMO energy (alpha / beta) ... -2.6 / -3.1 eV
Largest force on an atom ... 0.41 eV/Å
LUMO (alpha / beta) ... 0.0776 / 0.0781 Ha
Total charge ... -1



ORCA calculation (ωB97M-V with the def2-TZVPD basis set) on a cluster of 2 separate species, CH2N2O in total at a distorted geometry.

Structure (XYZ):
```
6
Properties=species:S:1:pos:R:3
C -1.2608 0.0417 0.0487
H -0.5119 -0.7677 -0.1191
H -0.8009 1.0378 0.2564
N 2.5247 -0.2310 0.0882
N 1.5577 0.2678 -0.1287
O -2.4624 -0.0973 -0.0182
```

HOMO energy ... -10.2 eV
SMILES ... C=O.N#N
Largest force on an atom ... 3.33 eV/Å
LUMO ... 0.0245 Ha
Total charge ... 0



ORCA calculation (ωB97M-V with the def2-TZVPD basis set) on a structure of composition C29H42Br30O8P2S2 at a distorted geometry.

Structure (XYZ):
```
113
Properties=species:S:1:pos:R:3
C 0.4978 4.7299 3.5932
C 0.1680 3.5709 2.6588
O 1.2225 3.4404 1.6713
P 0.6512 3.3724 0.1677
O 0.1249 4.6564 -0.3127
C -0.6064 1.9704 0.0230
C -2.0611 2.5137 0.1900
C -2.7538 2.0165 1.4777
C -3.6676 0.7804 1.3103
P -3.8219 0.0092 3.0236
O -2.5606 -0.9392 3.3338
O -5.0764 -0.9568 3.0904
S -3.8836 1.3613 4.4254
C -5.0504 1.1081 0.6801
C -5.9098 2.1188 1.5020
C -6.0011 3.4558 0.7669
C -5.4025 4.5690 1.3408
C -5.4203 5.7965 0.6932
C -6.0444 5.9015 -0.5360
C -6.0478 7.2152 -1.3016
C -6.6845 4.8083 -1.1098
C -6.6539 3.5934 -0.4463
C -5.9213 -0.1263 0.3550
C -5.2045 -1.3044 -0.3132
O -3.9592 -1.6815 0.3093
S -2.9169 -0.4778 0.2245
O -1.6142 -0.8466 0.6667
O -2.9154 -0.0136 -1.1332
O 2.0192 3.0747 -0.7632
C 3.0312 4.0503 -0.4880
C 4.3135 3.6749 -1.2321
H 0.7410 5.6193 3.0089
H -0.3819 4.8891 4.2262
H 1.3448 4.4809 4.2370
H 0.0367 2.6359 3.2134
H -0.7628 3.8283 2.1391
H -0.4210 1.2949 0.8540
H -0.4629 1.4912 -0.9377
H -2.6455 2.3561 -0.7172
H -1.9635 3.6040 0.2752
H -1.9907 1.8127 2.2346
H -3.3701 2.8338 1.8538
H -1.7983 -0.3426 3.3953
H -5.6639 -0.6912 3.8134
H -4.8365 1.5967 -0.2778
H -6.9258 1.7216 1.6052
H -5.5099 2.3457 2.4917
H -4.9209 4.4529 2.3100
H -4.9242 6.6552 1.1354
H -5.8820 8.0716 -0.6451
H -5.1768 7.1799 -1.9724
H -6.9294 7.3225 -1.9343
H -7.1894 4.9334 -2.0618
H -7.1594 2.7448 -0.9072
H -6.4981 -0.4720 1.2158
H -6.6764 0.2108 -0.3682
H -5.8611 -2.1747 -0.2206
H -5.1040 -1.1380 -1.3885
H 2.7408 5.0531 -0.8225
H 3.2946 4.1202 0.5740
H 4.6095 2.6396 -1.0317
H 4.2061 3.8421 -2.3083
H 5.1446 4.3020 -0.8899
C 2.8840 -0.6910 -0.2597
Br 1.6118 0.7323 -0.5199
Br 2.7433 -1.4663 1.5045
Br 2.7632 -2.0384 -1.6419
H 3.8716 -0.2525 -0.3317
C 4.9318 -4.8245 -3.6515
Br 4.9880 -6.3115 -2.4198
Br 5.9292 -5.1816 -5.2577
Br 3.1215 -4.2960 -4.0303
H 5.4103 -3.9884 -3.1588
C 3.6728 2.5117 6.6244
Br 2.3094 1.9062 7.8434
Br 3.1807 2.1948 4.7903
Br 4.1305 4.3591 6.9245
H 4.5600 1.9270 6.8225
C -8.5179 -1.5543 4.9050
Br -9.9762 -2.0187 6.0702
Br -8.9702 -1.8154 3.0494
Br -7.8857 0.2397 5.2317
H -7.7019 -2.2270 5.1315
C 7.5267 -9.0859 -1.2141
Br 7.6447 -9.3538 0.6887
Br 9.2613 -8.8587 -2.0161
Br 6.5257 -10.4954 -2.0714
H 6.9816 -8.1653 -1.3716
C 6.9483 2.1204 1.9708
Br 5.3668 1.0276 2.0726
Br 7.9498 1.7748 0.3616
Br 6.5277 3.9910 2.1665
H 7.5797 1.8469 2.8046
C 1.7670 -6.6896 -0.4669
Br 2.5139 -8.0846 0.6349
Br 0.0000 -7.1389 -1.0901
Br 1.7995 -4.9809 0.4177
H 2.3994 -6.6057 -1.3402
C 2.7788 2.2085 -5.1977
Br 2.8631 0.7005 -4.0051
Br 3.7316 1.8758 -6.8412
Br 0.9607 2.7535 -5.5234
H 3.2741 3.0337 -4.7049
C 8.0109 -3.7080 -8.7657
Br 6.4935 -4.1184 -9.8770
Br 7.8045 -2.0148 -7.8716
Br 8.3791 -5.1286 -7.5162
H 8.8707 -3.6248 -9.4154
C 4.4690 -13.7335 -3.0283
Br 4.5229 -15.2155 -1.8002
Br 5.4690 -14.1031 -4.6354
Br 2.6622 -13.1969 -3.4222
H 4.9477 -12.8973 -2.5368
```

HOMO energy ... -9.0 eV
Largest force on an atom ... 4.82 eV/Å
LUMO ... -0.0150 Ha
Total charge ... 0



Q: What is the total charge in the second record?
A: -1